Computed, not measured: C29H34N3O4P2PtS as an isolated structure, with ωB97M-V/def2-TZVPD.

ΔE to the lowest compared entry with this formula, charge and spin: 0.000 eV
Total charge: +1
Spin multiplicity: 3
Strongest force on any atom: 0.012 Eh/bohr
E_HOMO (alpha / beta): -9.59 / -11.35 eV

Geometry as XYZ:
```
74
C29H34N3O4P2PtS (ωB97M-V/def2-TZVPD)
Pt 1.20 -0.92 -1.23
C -0.30 -3.43 -3.15
P 1.19 -2.42 -2.86
C 2.53 -3.65 -2.84
C 1.46 -1.53 -4.43
C 1.14 -2.07 -5.67
C 1.36 -1.33 -6.83
C 1.91 -0.06 -6.74
C 2.24 0.48 -5.51
C 2.01 -0.25 -4.34
P 2.45 0.36 -2.68
C 4.25 0.04 -2.63
C 2.38 2.17 -2.79
H -1.04 -2.84 -3.70
H -0.73 -3.72 -2.20
H -0.06 -4.33 -3.72
H 2.54 -4.19 -3.79
H 2.37 -4.36 -2.03
H 3.49 -3.17 -2.70
H 0.71 -3.06 -5.75
H 1.10 -1.75 -7.79
H 2.08 0.52 -7.64
H 2.66 1.47 -5.46
H 4.72 0.43 -3.54
H 4.44 -1.03 -2.56
H 4.69 0.54 -1.76
H 3.06 2.54 -3.55
H 2.67 2.59 -1.83
H 1.36 2.48 -3.01
C -5.18 -0.54 2.28
C -4.19 0.16 1.38
C -3.62 1.37 1.78
C -2.69 2.02 0.99
C -2.09 3.31 1.51
C -2.29 1.43 -0.23
C -1.21 2.07 -0.98
O -0.50 1.52 -1.81
C -2.87 0.22 -0.66
C -2.51 -0.43 -1.96
C -3.81 -0.39 0.16
H -5.89 0.17 2.71
H -4.66 -1.02 3.11
H -5.73 -1.30 1.73
H -3.92 1.81 2.72
H -2.53 3.55 2.47
H -2.28 4.15 0.83
H -1.01 3.23 1.64
H -1.01 3.12 -0.73
H -2.44 0.29 -2.78
H -3.26 -1.19 -2.21
H -1.53 -0.91 -1.89
H -4.27 -1.31 -0.17
O -3.00 0.85 6.40
S -2.06 0.54 7.46
O -2.22 -0.86 7.87
O -2.18 1.42 8.60
C -0.40 0.69 6.80
N 0.56 0.88 7.68
C 1.79 0.91 7.18
C 2.04 0.74 5.82
C 0.94 0.54 4.99
N -0.30 0.52 5.50
C 1.04 0.33 3.52
C -0.11 -0.01 2.82
C -0.02 -0.24 1.46
N 1.13 -0.13 0.78
C 2.23 0.23 1.45
C 2.23 0.46 2.81
H 2.60 1.07 7.88
H 3.05 0.75 5.45
H -1.06 -0.11 3.32
H -0.90 -0.51 0.89
H 3.13 0.34 0.87
H 3.15 0.75 3.29
```